Record 1
Computed, not measured: a structure of composition C35H44N2O5S2W in a non-equilibrium geometry, with ωB97M-V/def2-TZVPD.

The calculation puts the orbital gap (alpha / beta) at 7.489 / 5.806 eV. Its total energy is -2709.277645 a.u. The expectation value of S² is 2.03. As for the multiplicity: 3.

XYZ file:
```
89
Properties=species:S:1:pos:R:3:mulliken_charge:R:1
W 1.0224 1.9875 0.4539 0.964
C -3.9026 -2.5845 -2.9204 -1.473
C -2.4008 -2.7189 -3.3412 1.909
C -1.8370 -4.0753 -2.7577 -1.407
C -2.3137 -2.7007 -4.8391 -2.248
C -1.4805 -1.5533 -2.8270 -1.770
C -1.4086 -1.2353 -1.4918 0.461
C -0.5035 -0.2564 -1.0010 0.597
N -0.2604 0.1715 0.2765 -0.055
C -0.8123 -0.3255 1.4646 0.358
C -1.8319 -1.3311 1.6464 -0.220
C -2.3096 -1.5271 2.9105 -0.146
C -1.8460 -0.7875 4.0154 0.326
C -0.8872 0.1712 3.9083 -0.742
C -0.3489 0.4458 2.5638 0.404
O 0.5315 1.4700 2.3073 -1.429
C -0.1272 0.7924 5.0458 2.314
C 1.3116 0.2015 4.8766 -1.696
C -0.6258 0.2129 6.3533 -2.108
C -0.1955 2.3202 5.0584 -1.718
C -3.5786 -2.5329 3.0581 1.798
C -4.8225 -1.7289 2.6315 -1.548
C -3.8313 -2.8023 4.5479 -2.166
C -3.3895 -3.8845 2.3746 -1.431
C 0.3044 0.3948 -1.8782 0.531
O 1.0976 1.4177 -1.3784 -0.573
C 0.2204 0.1804 -3.2667 -0.657
C -0.6326 -0.7823 -3.6577 0.147
C 1.0517 1.0198 -4.1922 2.545
C 0.4935 2.5061 -4.0481 -1.261
C 2.5285 0.8132 -3.8130 -1.579
C 0.6877 0.5524 -5.6264 -2.184
H -4.3299 -3.5607 -3.1155 0.461
H -4.4000 -1.8687 -3.5641 0.375
H -4.0744 -2.3380 -1.8721 0.196
H -2.5126 -4.8170 -3.1371 0.491
H -1.8148 -4.0807 -1.6893 0.215
H -0.8567 -4.2877 -3.1693 0.365
H -2.9438 -3.4938 -5.2919 0.424
H -1.2956 -2.8723 -5.1321 0.482
H -2.6806 -1.7728 -5.3133 0.374
H -2.1599 -1.6974 -0.9102 0.613
H -2.0900 -1.8346 0.7532 0.468
H -2.1754 -0.9116 5.0488 0.340
H 1.1911 -0.8973 4.7142 0.350
H 1.7971 0.3962 5.8233 0.499
H 1.8023 0.7563 4.1008 0.425
H -0.4692 -0.8719 6.2971 0.470
H -1.7334 0.4829 6.5267 0.365
H -0.1320 0.6259 7.2369 0.414
H -0.1408 2.6975 4.0353 0.272
H 0.6028 2.7031 5.6607 0.438
H -1.1150 2.6162 5.6043 0.392
H -4.9009 -0.9168 3.3528 0.397
H -5.6537 -2.3838 2.6774 0.500
H -4.6647 -1.3462 1.5976 0.219
H -3.9684 -1.8877 5.0993 0.405
H -2.9712 -3.3732 4.9094 0.390
H -4.7261 -3.3610 4.6683 0.528
H -3.1703 -3.8686 1.2854 0.107
H -4.2780 -4.4540 2.4967 0.492
H -2.5281 -4.4299 2.8289 0.355
H -0.7594 -0.9560 -4.7072 0.463
H 0.9796 2.9997 -3.1919 0.147
H -0.5552 2.3080 -3.8098 0.365
H 0.6356 3.0458 -4.9961 0.440
H 2.8155 1.2374 -2.8855 0.295
H 3.2495 1.1766 -4.5566 0.400
H 2.6628 -0.2651 -3.6550 0.318
H -0.3714 0.6581 -5.8593 0.448
H 0.9837 -0.4749 -5.8310 0.376
H 1.2112 1.2368 -6.3006 0.465
O 0.6222 3.6297 0.5276 -0.878
O 6.5278 0.7565 -2.2507 -0.638
S 6.5060 1.4269 -1.0037 1.207
O 7.6599 1.5334 -0.2085 -0.619
N 5.2824 0.7008 -0.0541 -0.640
C 4.4229 1.6190 0.2191 0.612
S 3.1159 1.3166 1.3615 -0.635
C 4.6252 2.9966 -0.3512 0.700
C 3.9591 4.2029 -0.1889 -0.433
C 4.5436 5.2999 -0.8878 -0.756
C 5.7101 5.2014 -1.6652 -0.568
C 6.3470 4.0181 -1.7872 -0.698
C 5.7931 2.9748 -1.1216 0.166
H 3.0899 4.2860 0.4143 0.475
H 4.0992 6.2573 -0.6520 0.395
H 6.0878 6.0895 -2.1265 0.432
H 7.2445 3.9410 -2.4084 0.399
```

***

Record 2
Computed, not measured: a cluster of 2 separate species, C2H7PS2 in total in a non-equilibrium geometry, with ωB97M-V/def2-TZVPD.

The calculation puts the orbital gap (alpha / beta) at 8.063 / 5.776 eV. Its total energy is -1218.019848 a.u. As for the energy above the lowest of the compared OMol25 structures with the same formula, charge and spin: 302.4 kJ/mol.

XYZ file:
```
12
Properties=species:S:1:pos:R:3:mulliken_charge:R:1
C -0.6533 -0.5964 1.5493 -0.930
C -1.5106 -0.0805 -1.2268 -0.769
P -1.0719 0.8133 0.3541 0.109
S 1.9295 0.3992 -0.2137 -0.131
S 3.8081 0.8485 -0.8976 -0.142
H -0.4982 -0.2070 2.5277 0.313
H -1.6410 -1.2100 1.5846 0.292
H 0.1707 -1.0467 1.0148 0.305
H -0.6009 -0.3978 -1.9047 0.263
H -1.9992 -0.9408 -0.7759 0.240
H -2.0504 0.5796 -1.7954 0.316
H 4.1171 1.8385 -0.2162 0.132
```

***

Record 3
Computed, not measured: the molecule C5H9BN2 in a non-equilibrium geometry, with ωB97M-V/def2-TZVPD.

The calculation puts the orbital gap (alpha / beta) at 8.169 / 8.168 eV. Its total energy is -330.168563 a.u. As for the energy above the lowest of the compared OMol25 structures with the same formula, charge and spin: 262.5 kJ/mol.

XYZ file:
```
17
Properties=species:S:1:pos:R:3:mulliken_charge:R:1
B 2.6622 1.1426 -0.4108 0.030
C -1.0251 1.7866 2.1341 -0.340
C -0.6892 0.1083 0.4262 0.572
C 0.4704 -0.1971 -0.4111 0.161
C -1.7155 -0.9328 0.7093 -1.107
C 0.3197 -1.2768 -1.5085 -1.209
N -0.7513 1.1896 1.1223 -0.034
N 1.5623 0.3783 -0.3237 -0.072
H 2.5200 2.0768 -1.2439 -0.070
H 3.5557 1.0758 0.3241 -0.069
H -1.7577 2.6498 2.1662 0.240
H -2.5871 -0.8904 0.0285 0.237
H -1.1548 -1.9211 0.7104 0.342
H -2.2451 -0.5356 1.6264 0.359
H -0.3006 -2.1307 -1.2405 0.364
H -0.1710 -0.8068 -2.3468 0.283
H 1.3071 -1.7167 -1.7624 0.314
```

***

Record 4
Computed, not measured: a cluster of 5 separate species, ClN4O16 in total in a non-equilibrium geometry, with ωB97M-V/def2-TZVPD.

The calculation puts the orbital gap at 2.846 eV. The charge is -5. Its total energy is -1881.590184 a.u.

XYZ file:
```
21
Properties=species:S:1:pos:R:3:mulliken_charge:R:1
N 0.2040 -20.2225 -18.0110 0.945
O 0.7228 -21.2664 -18.2946 -0.725
O 0.7553 -19.7553 -17.0089 -0.668
O -0.5028 -19.4983 -18.7527 -0.564
N 2.7472 -13.8976 -17.7134 1.017
O 3.7308 -14.6077 -18.0202 -0.617
O 2.1984 -13.8707 -16.6280 -0.763
O 2.3839 -13.0089 -18.4190 -0.656
N 3.8813 -14.5476 -21.6248 1.104
O 3.3797 -15.4182 -22.3650 -0.699
O 4.9308 -14.8703 -21.3325 -0.684
O 3.3755 -13.4891 -21.4008 -0.723
N 1.9073 -17.4176 -19.7233 0.882
O 2.5334 -17.2520 -18.6868 -0.619
O 2.6716 -17.6611 -20.6046 -0.588
O 0.6162 -17.0717 -19.8184 -0.655
Cl -0.2111 -19.6643 -22.8037 1.599
O -0.2356 -20.7275 -21.8991 -0.612
O 1.1505 -19.6046 -23.3309 -0.720
O -1.0221 -20.0254 -23.8637 -0.754
O -0.5112 -18.4042 -22.2526 -0.501
```

***

Record 5
Computed, not measured: a cluster of 5 separate species, C6H11Cl8INO2 in total, with ωB97M-V/def2-TZVPD.

The calculation puts the orbital gap at 7.273 eV. The charge is -1. Its total energy is -4419.769378 a.u. As for the energy above the lowest of the compared OMol25 structures with the same formula, charge and spin: 0.0 kJ/mol.

XYZ file:
```
29
Properties=species:S:1:pos:R:3:mulliken_charge:R:1
N -3.8859 -0.5281 1.6609 -0.542
C -2.5413 -0.5349 1.2031 -0.315
I -1.3833 -2.0068 2.3629 -0.143
C -1.8891 0.8958 1.3220 0.620
O -0.6613 0.9748 1.1784 -0.658
O -2.7477 1.7873 1.4898 -0.765
H -4.5077 -1.0357 1.0463 0.247
H -4.1579 0.4525 1.7058 0.291
H -2.4285 -0.9111 0.1904 0.247
C 0.8750 0.4456 -1.2310 0.129
Cl -0.1194 -0.9848 -1.4404 -0.184
Cl 2.6073 0.1071 -1.5017 -0.146
H 0.5689 1.1947 -1.9505 0.309
H 0.7261 0.7904 -0.2127 -0.067
C -5.5334 1.2150 -1.2697 -0.319
Cl -3.8241 1.0162 -1.6053 -0.070
Cl -6.3957 -0.3301 -1.0925 -0.187
H -5.6293 1.7653 -0.3408 0.240
H -5.9927 1.7469 -2.0937 0.326
C 3.6681 0.8396 1.9373 -0.043
Cl 2.7685 2.2587 1.3937 -0.138
Cl 3.1761 0.2975 3.5462 -0.173
H 3.4840 0.0391 1.2303 0.041
H 4.7193 1.0976 1.9735 0.305
C 5.8700 -2.1713 -2.0310 -0.281
Cl 6.0592 -0.4979 -1.4934 -0.145
Cl 5.0336 -3.1690 -0.8393 -0.134
H 5.2860 -2.1662 -2.9431 0.249
H 6.8555 -2.5884 -2.1957 0.307
```